[1]
7 unconnected molecules or ions with the total composition C31H60N2O10P2 at a distorted geometry, computed with ωB97M-V/def2-TZVPD.

Structure (XYZ):
```
105
Properties=species:S:1:pos:R:3:forces:R:3:lowdin_charge:R:1
P 2.7835 -1.0663 3.6218 1.191 0.393 -1.145 0.45
P -1.0530 -1.4569 4.1818 -0.811 1.133 0.518 0.99
O 2.2992 8.0251 2.3673 0.094 0.218 0.109 -0.17
O 3.5851 -1.1698 4.9818 -0.584 -0.100 0.232 -0.09
O 1.2425 -6.6530 6.7924 0.088 -0.015 -0.005 -0.14
O 1.9534 0.2806 3.7022 -0.515 -0.281 0.624 -0.11
O 3.7057 -1.0957 2.5036 0.238 -0.193 -0.788 -0.21
O -4.6297 0.7042 -8.7446 -0.022 -0.040 -0.158 -0.16
O 2.5034 -3.6210 3.8713 0.271 -0.219 -0.078 -0.02
O 1.1398 2.9792 1.0417 0.066 -0.012 0.085 -0.15
O -1.2139 0.1851 -4.7521 -0.025 0.011 -0.095 -0.15
O -2.1552 -3.6134 -2.8917 0.080 -0.044 -0.018 -0.14
N 1.3793 -1.9086 6.8250 -0.556 -0.523 -0.950 0.19
N 0.9068 -2.6880 1.0750 0.509 -0.787 1.499 0.24
C -0.4003 0.2115 -5.9270 0.046 0.096 0.070 -0.21
C 3.4428 -7.4529 7.1279 -0.023 -0.086 -0.054 -0.17
C 3.5172 9.9074 3.1267 0.005 0.048 -0.127 -0.17
C -2.3723 1.4241 -6.4036 0.050 0.223 0.037 -0.17
C 0.5065 3.2521 2.2921 -0.168 0.028 -0.053 -0.21
C 0.4490 -2.5620 4.4943 -0.295 0.114 -0.681 -0.39
C 1.4031 9.1420 2.3964 0.020 0.000 -0.135 -0.20
C 1.6516 -2.5315 3.5298 0.496 -0.761 1.798 -0.51
C 1.5811 4.2099 0.4525 0.100 0.005 0.074 -0.19
C -4.7102 -0.5902 -9.3506 0.122 -0.016 0.064 -0.20
C -2.5511 -3.5231 5.2384 -0.055 0.062 -0.561 -0.15
C 0.9322 5.3289 1.2551 -0.135 0.009 -0.169 -0.17
C 1.2521 -2.7941 2.1784 -0.861 1.224 -2.806 -0.15
C 2.0282 10.1729 3.3251 -0.005 -0.057 0.127 -0.17
C -2.4970 0.7515 -5.0454 -0.021 -0.158 -0.009 -0.20
C 3.5432 8.3935 2.9742 -0.045 -0.076 0.105 -0.20
C 0.9225 -2.2602 5.8196 0.823 0.906 1.687 -0.29
C -1.3273 0.5504 -7.0868 -0.069 -0.114 -0.027 -0.17
C -0.9611 -0.6669 2.5305 0.032 -0.712 -0.139 -0.28
C 1.9849 -6.4009 5.5950 -0.103 -0.231 0.052 -0.20
C 0.8265 4.6993 2.6393 0.152 -0.006 -0.003 -0.16
C -2.3710 -2.7220 3.9410 0.922 -0.291 0.089 -0.41
C 3.4564 -6.4467 5.9805 0.018 0.114 0.060 -0.17
C -3.9831 0.9283 -11.0091 0.123 -0.056 0.022 -0.17
C 0.0790 -4.3300 -2.5783 0.018 -0.123 -0.079 -0.17
C -1.4571 -3.4118 -4.1233 -0.086 -0.093 -0.089 -0.21
C -4.3705 1.6892 -9.7493 -0.130 0.023 0.021 -0.20
C 0.0253 -3.3926 -3.7814 0.038 0.120 0.074 -0.17
C -1.2262 -3.9966 -1.8723 -0.030 0.188 0.066 -0.21
C 2.1250 -7.1218 7.8156 0.002 0.147 0.023 -0.21
C -4.7871 -0.3588 -10.8529 -0.109 0.058 -0.024 -0.17
H 3.4155 -8.4699 6.7310 0.003 -0.004 0.006 0.11
H -3.5844 2.3606 -9.4002 -0.004 -0.018 0.068 0.11
H 0.3698 0.9798 -5.7966 0.031 -0.021 -0.065 0.12
H -0.8108 1.0423 -7.9104 0.014 0.017 0.008 0.11
H 0.6552 -3.7074 -4.6127 -0.010 -0.033 -0.008 0.11
H -2.9139 0.7043 -11.0002 0.002 0.014 -0.001 0.11
H 1.7471 9.9665 4.3601 -0.015 0.006 -0.004 0.11
H 1.7270 11.1916 3.0881 0.005 0.008 -0.027 0.11
H 0.0715 -5.3702 -2.9142 -0.003 0.000 0.011 0.11
H 1.7900 4.7630 3.1506 -0.008 0.009 0.013 0.11
H 4.1019 -6.7309 5.1516 -0.006 -0.020 -0.013 0.11
H -1.7009 -4.2423 -4.7971 0.056 0.018 -0.033 0.12
H -3.2694 -2.2263 3.6216 -0.400 0.417 0.000 0.07
H 3.0061 -3.4025 4.6639 0.131 0.063 0.214 0.09
H 0.3276 -2.3856 -3.4856 -0.024 0.012 -0.014 0.11
H 1.5072 6.2515 1.2384 0.003 -0.063 0.050 0.09
H -5.5792 -1.1171 -8.9569 -0.009 0.037 0.058 0.12
H 1.6878 -5.4407 5.1842 -0.078 0.023 -0.008 0.08
H -3.2333 -0.0594 -5.0707 -0.050 0.046 -0.010 0.12
H -2.0939 -3.3785 3.1282 0.075 -0.262 -0.372 0.07
H -3.5610 -3.4632 5.5973 -0.454 0.123 0.288 0.06
H 1.3026 4.2238 -0.6012 -0.019 -0.085 -0.003 0.12
H -1.0974 -3.1526 -1.1873 0.064 -0.043 0.046 0.10
H -4.2072 1.4798 -11.9205 -0.025 0.007 -0.003 0.11
H 3.6118 7.8973 3.9481 0.054 0.026 0.009 0.12
H -5.2836 2.2739 -9.9029 0.033 0.040 -0.043 0.12
H 2.6732 4.2524 0.5232 -0.003 0.051 -0.028 0.12
H 3.1779 -0.6229 5.6631 -0.027 -0.110 0.526 0.08
H 0.0925 -0.7552 -6.0446 -0.005 -0.021 0.066 0.11
H -4.3955 -1.1950 -11.4293 0.027 -0.007 0.007 0.11
H -1.8691 -0.0920 2.4531 -0.459 0.299 0.150 0.04
H -1.9884 2.4414 -6.2855 0.022 -0.018 0.028 0.12
H 4.1400 10.2594 3.9470 -0.006 -0.011 0.024 0.11
H 2.2427 0.8180 2.9571 -0.014 0.374 -0.353 0.09
H -1.7928 -2.4804 -4.5815 -0.035 0.031 0.069 0.10
H -0.1423 0.0214 2.4140 0.329 0.171 0.099 0.01
H 0.4222 8.8067 2.7348 0.008 -0.069 -0.014 0.12
H 1.7396 -7.1814 4.8663 0.061 0.031 -0.050 0.12
H -2.3457 -4.5665 5.0692 0.159 -0.437 0.007 0.07
H 0.0731 5.1574 3.2778 -0.022 0.001 -0.013 0.11
H -1.6333 -4.8397 -1.3120 -0.063 0.002 -0.030 0.11
H 2.2529 -6.3230 8.5541 0.039 -0.038 0.035 0.12
H -2.7740 1.4449 -4.2511 0.051 -0.028 0.054 0.12
H 3.7824 -5.4689 6.3470 -0.002 -0.009 0.000 0.11
H -0.9612 -1.3668 1.7083 0.046 -0.140 -0.236 0.01
H 3.8628 10.3846 2.2071 0.014 -0.005 0.003 0.11
H 0.8708 2.5484 3.0421 -0.051 -0.012 0.025 0.09
H 1.3046 9.5316 1.3777 -0.038 0.045 0.023 0.12
H 4.2991 -7.3709 7.7949 0.005 0.023 0.012 0.11
H 4.3652 8.0441 2.3492 -0.037 -0.048 -0.039 0.12
H -1.8884 -3.1687 6.0109 0.161 0.093 0.482 0.04
H 0.9503 -4.1831 -1.9426 -0.012 0.045 0.024 0.11
H -3.8105 -1.1545 -9.0812 -0.022 -0.049 -0.033 0.11
H -3.3167 1.4739 -6.9390 -0.019 -0.079 -0.013 0.09
H 0.1256 -3.5912 4.5357 -0.263 -0.488 -0.291 0.12
H -1.7972 -0.3580 -7.4727 0.001 0.005 -0.005 0.11
H -0.5727 3.1025 2.1731 -0.009 -0.003 0.085 0.12
H -0.0671 5.5395 0.8640 0.002 -0.033 -0.006 0.12
H 1.6763 -7.9827 8.3116 -0.060 0.004 -0.023 0.12
H -5.8230 -0.1916 -11.1557 -0.002 -0.012 0.004 0.11
```
Forces are in eV/Å.

As for the HOMO energy: -8.832 eV. Its charge is 0. As for the orbital gap: 9.36 eV. The energy above the lowest of the compared OMol25 structures with the same formula, charge and spin comes out at 9.8 kcal per mole. The SMILES is CCP(C)[C@H](C#N)[C@@](O)(C#N)P(=O)(O)O.C1CCOC1.C1CCOC1.C1CCOC1.C1CCOC1.C1CCOC1.C1CCOC1. As for the LUMO energy: 0.53 eV.



[2]
A molecular structure, C31H61BCl2CoF8LiO8 at a distorted geometry, computed with ωB97M-V/def2-TZVPD.

Structure (XYZ):
```
113
Properties=species:S:1:pos:R:3:forces:R:3:mulliken_spin:R:1
Co 22.4750 -19.4979 -2.4728 -0.895 -1.748 2.293 2.78
Cl 22.7013 -23.9962 1.6104 0.052 -0.493 -0.104 0.00
Cl 23.7289 -21.3965 2.3884 0.333 -0.212 -0.013 0.00
F 22.1176 -32.8212 -4.7708 0.073 0.535 0.135 0.00
F 19.7477 -27.8007 -5.3858 0.287 0.467 0.017 0.00
F 21.5485 -25.9620 -4.2292 0.104 0.119 0.111 0.00
F 21.2329 -26.9273 -2.2874 -0.206 0.022 0.164 0.00
F 21.2622 -30.2082 -5.6492 0.188 -0.405 -0.250 0.00
F 23.3341 -30.4651 -5.0232 0.158 -0.129 -0.309 0.00
F 18.8396 -26.6477 -3.7439 0.443 0.242 -0.113 0.00
F 20.4297 -31.9897 -3.6699 0.319 0.718 -0.377 0.00
O 20.2506 -18.9343 -1.9458 0.791 0.034 -1.005 0.01
O 21.8793 -29.4960 -3.6350 -0.346 -0.523 -0.005 0.00
O 24.2088 -20.0752 -3.3921 -0.217 0.849 -0.409 0.02
O 25.7337 -26.8854 -1.9968 -0.225 -0.028 -0.630 0.00
O 22.3616 -21.9999 -6.0857 -0.701 0.663 0.442 0.00
O 21.7128 -21.4573 -2.7096 -0.038 1.529 -1.665 0.07
O 18.7376 -21.5059 0.8454 0.038 -0.079 0.392 0.00
O 19.2971 -21.5610 -5.1434 0.124 0.693 -0.224 0.00
C 26.5085 -24.6306 -2.0893 -0.114 0.333 0.224 0.00
C 19.6616 -22.4416 1.4333 -0.542 0.084 -0.411 0.00
C 17.6112 -22.4827 -3.7392 0.260 -0.413 0.092 0.00
C 19.7967 -27.5558 -4.0576 -0.525 -0.947 0.820 0.00
C 22.0621 -30.4759 -4.6041 -0.597 1.258 1.034 0.00
C 24.9156 -19.3513 -4.4339 0.331 -0.006 -0.085 0.01
C 23.5498 -22.5677 1.0629 -0.331 1.042 0.040 -0.01
C 18.8126 -23.6835 1.7562 0.898 -0.114 0.213 0.00
C 21.7570 -31.8087 -3.9340 -0.585 -1.751 0.291 0.00
C 21.5792 -22.7284 -2.1356 0.644 0.508 -0.409 -0.01
C 22.5033 -24.1628 -7.0142 -0.354 0.151 0.145 0.00
C 22.2876 -21.7712 -7.4976 0.266 0.209 -0.423 0.00
C 17.8378 -22.2740 0.0762 -0.481 0.159 0.177 0.00
C 22.9681 -23.2851 -5.8636 0.697 0.250 -0.112 0.00
C 25.7943 -20.4121 -5.0797 0.244 0.448 0.139 0.00
C 19.7637 -17.5810 -1.9549 -1.526 -0.039 -0.703 0.01
C 18.4858 -23.5731 -4.3567 -0.107 -0.403 -0.690 0.00
C 26.2317 -21.2388 -3.8758 -0.517 0.008 0.247 0.00
C 19.5229 -19.7009 -0.9863 -0.454 -0.168 1.013 0.00
C 18.1347 -19.0943 -1.0141 -0.339 0.134 -0.424 0.00
C 18.2253 -21.1750 -4.2673 -0.290 -0.180 0.923 0.00
C 24.9750 -24.6651 -2.2123 -0.055 -0.390 -0.462 0.00
C 19.0032 -22.8841 -5.5992 0.165 -0.210 -0.145 0.00
C 22.0965 -23.1554 -8.1083 -0.055 -0.205 -0.148 0.00
C 26.8911 -26.0828 -1.8076 0.382 -0.382 0.440 0.00
C 22.2325 -28.1826 -4.0181 1.816 0.085 -0.142 0.00
C 17.5666 -23.5245 0.8917 -0.214 -0.675 -0.135 0.00
C 21.2078 -27.1345 -3.6138 -0.375 -0.426 -1.302 0.00
C 24.6076 -26.0707 -1.7438 -0.070 0.125 0.910 0.00
C 18.4188 -17.6089 -1.1955 0.739 0.312 0.564 0.00
C 24.9809 -21.2022 -2.9769 0.228 -1.875 -0.510 0.00
B 22.9548 -19.0695 -0.4377 0.729 0.343 0.421 -0.01
Li 21.1508 -21.0829 -4.7178 0.042 -0.924 0.575 0.00
H 22.6963 -23.2972 -9.0048 -0.122 0.094 -0.066 0.00
H 18.2363 -22.8548 -6.3823 -0.005 0.113 0.065 0.00
H 21.6121 -23.4877 -2.9284 -0.379 -0.187 0.083 0.01
H 23.1818 -27.9270 -3.5302 -0.256 0.037 0.323 0.00
H 17.4382 -20.5958 -4.7530 0.354 0.111 -0.447 0.00
H 18.6050 -23.7350 2.8236 -0.202 0.023 -0.054 0.00
H 19.9665 -19.6001 0.0083 0.152 0.085 -0.184 0.00
H 17.6008 -19.4829 -1.8876 -0.052 0.056 0.011 0.00
H 25.2384 -21.2250 -1.9184 -0.238 0.626 0.060 0.00
H 26.4966 -22.2393 -4.2120 -0.037 -0.116 0.348 0.00
H 19.3008 -23.8633 -3.6937 0.041 0.065 -0.035 0.00
H 17.9432 -24.4727 -4.6456 -0.082 0.009 0.251 0.00
H 21.4912 -21.0811 -7.7869 -0.369 -0.189 0.636 0.00
H 26.6437 -20.0083 -5.6285 -0.085 0.184 0.019 0.00
H 26.8104 -23.9764 -1.2702 0.128 -0.061 -0.008 0.00
H 20.1378 -21.9707 2.2891 -0.054 0.047 0.016 0.00
H 27.2566 -26.1924 -0.7796 -0.159 0.015 0.052 0.00
H 24.1981 -18.9014 -5.1204 -0.144 -0.075 0.120 0.00
H 22.9403 -22.0295 0.3419 -0.036 -0.273 -0.118 0.01
H 18.6409 -20.5789 -3.4538 0.189 0.056 -0.177 0.00
H 21.0480 -23.3259 -8.3473 0.045 0.163 -0.247 0.00
H 27.6815 -26.4782 -2.4451 -0.109 0.084 -0.157 0.00
H 20.6563 -22.8138 -1.5538 -0.019 -0.183 0.032 0.00
H 24.0122 -19.1961 -0.9167 1.344 -0.004 -0.570 0.02
H 24.5096 -22.8174 0.6230 0.089 -0.117 0.289 0.00
H 24.0577 -23.1621 -5.8884 0.001 0.045 0.050 0.00
H 26.9923 -24.2645 -2.9934 -0.097 0.029 -0.034 0.00
H 17.4030 -24.3844 0.2390 0.029 -0.020 0.054 0.00
H 19.4975 -20.7638 -1.2201 0.490 0.270 -0.453 -0.01
H 22.6862 -23.6061 -4.8627 -0.095 -0.095 -0.077 0.00
H 24.3634 -22.0822 -3.1762 -0.099 0.101 0.124 0.00
H 18.2617 -22.4926 -0.9154 0.187 -0.187 0.234 0.00
H 24.7118 -24.5572 -3.2680 -0.208 0.098 0.050 0.00
H 16.9131 -21.7180 -0.0922 0.166 0.249 0.015 0.00
H 17.6805 -22.6002 -2.6588 -0.386 0.380 -0.140 0.00
H 16.5802 -22.5704 -4.0762 -0.037 -0.069 0.180 0.00
H 19.3808 -24.5796 1.5008 -0.073 -0.030 0.041 0.00
H 21.6415 -24.7341 -6.6693 0.054 -0.176 -0.238 0.00
H 20.4696 -16.8448 -1.5774 0.248 -0.280 0.177 0.00
H 23.6951 -26.4614 -2.1942 0.326 -0.119 -0.246 0.00
H 22.5376 -28.1474 -5.0659 -0.815 0.247 -0.180 0.00
H 22.3884 -18.1698 -0.9390 -0.633 1.229 -0.953 0.02
H 20.4276 -22.6880 0.6914 0.045 0.037 0.012 0.00
H 22.3611 -20.0457 -0.6207 -0.997 -1.564 -0.481 0.06
H 24.4072 -26.0825 -0.6623 0.040 0.202 0.030 0.00
H 19.5532 -28.4870 -3.5357 -0.030 0.069 -0.036 0.00
H 27.0602 -20.8260 -3.3019 0.190 0.198 -0.415 0.00
H 23.0084 -18.9205 0.7017 0.039 0.278 1.057 0.00
H 17.5091 -19.2936 -0.1468 0.280 -0.113 0.116 0.00
H 18.5719 -17.1277 -0.2275 -0.253 -0.055 0.036 0.00
H 22.2588 -31.9382 -2.9724 0.352 0.305 -0.236 0.00
H 19.9107 -23.2978 -6.0401 0.023 -0.006 0.150 0.00
H 16.6773 -23.4409 1.5151 -0.012 0.252 -0.084 0.00
H 17.6479 -17.0678 -1.7381 -0.034 -0.013 0.044 0.00
H 24.4294 -23.9279 -1.6254 0.185 0.158 -0.070 0.00
H 25.4966 -18.5610 -3.9551 0.072 0.015 -0.072 0.00
H 23.1784 -21.2183 -7.8175 0.338 -0.546 -0.028 0.00
H 25.2067 -21.0116 -5.7766 -0.065 -0.057 0.087 0.00
H 19.4823 -17.3338 -2.9827 0.626 0.000 -0.178 0.00
H 23.2575 -24.8402 -7.4054 0.091 -0.089 0.347 0.00
H 22.4369 -22.9872 -1.5024 -0.134 0.098 0.262 0.00
```
Forces are in eV/Å.

As for the HOMO energy (spin up / spin down): -11.684 / -11.633 eV. Its charge is +1. As for the orbital gap (spin up / spin down): 8.56 / 8.03 eV. Its spin multiplicity is 4. As for the LUMO energy (spin up / spin down): -3.13 / -3.61 eV.